(1)
{
  "formula": "C5H23N2O5",
  "method": "ωB97M-V/def2-TZVPD",
  "elements": ["O", "O", "O", "O", "O", "N", "N", "C", "C", "C", "C", "C", "H", "H", "H", "H", "H", "H", "H", "H", "H", "H", "H", "H", "H", "H", "H", "H", "H", "H", "H", "H", "H", "H", "H"],
  "coordinates": [[1.59255, -0.27539, -3.28590], [-0.81889, -3.10351, -2.92669], [-1.79634, 1.99949, -0.86853], [0.40501, 3.45540, 4.03002], [0.06070, -3.12964, -0.37433], [-1.14858, -0.43833, -2.01019], [0.48349, 0.40613, 1.36947], [1.21746, -0.69142, 1.93719], [0.79030, 1.62984, 1.98517], [-1.04647, -0.19207, -0.50061], [0.39183, 0.38715, -0.08364], [-2.09196, 0.82001, -0.18152], [-0.58473, -3.44458, 0.32306], [-0.33604, -0.02788, -2.55800], [-1.26345, -1.22127, 0.02065], [1.20409, -0.27878, -0.48277], [-3.07635, 0.48418, -0.65446], [2.34134, -0.56546, -2.87583], [-1.74184, 2.72186, -0.26456], [0.40529, 1.63925, 3.07732], [-1.19244, -3.96699, -2.81562], [0.54602, 1.30412, -0.65938], [1.82476, 0.10785, -4.12401], [-1.00666, -1.36098, -2.17633], [-1.98146, -0.04112, -2.37483], [0.30681, 2.41735, 1.46046], [2.06814, -1.14597, 1.40417], [-2.04564, 0.97504, 0.90993], [0.42103, -1.52760, 2.02605], [1.95184, -0.22284, 2.73044], [0.13710, -3.18012, -2.79180], [0.86586, -2.98097, 0.09444], [1.80931, 1.98071, 2.10061], [0.40571, 4.25132, 3.79732], [0.90221, 3.21521, 4.74272]],
  "forces_ev_per_angstrom": [[-3.79, 0.97, -1.05], [0.46, 1.11, -0.52], [0.29, 0.23, -0.98], [-2.52, -9.72, -0.08], [-1.88, -0.61, 0.81], [2.73, 3.94, 1.04], [0.61, -0.38, -1.98], [0.66, -0.72, 0.92], [-0.97, 1.17, 2.95], [1.13, -1.32, 0.66], [-0.17, -2.06, -0.88], [-1.21, -0.26, -0.08], [1.18, 0.38, -1.18], [-0.75, -0.04, 0.87], [0.49, 2.16, -1.08], [-0.79, 0.21, 0.15], [0.76, 0.07, 1.50], [3.29, -1.12, 1.58], [0.03, 0.82, 0.49], [0.41, -0.16, -2.13], [-0.16, -0.73, 0.15], [-0.20, 0.36, 0.74], [0.32, 0.18, -0.50], [-0.33, -4.37, -0.95], [-1.07, 0.03, -0.55], [-0.72, 0.83, -0.26], [-0.41, 0.22, -1.25], [-0.72, -0.25, -0.40], [1.82, 0.93, 1.31], [-2.45, -1.52, -0.14], [-0.41, -0.32, 0.03], [0.97, 0.09, 0.70], [0.88, -0.46, -0.41], [0.45, 10.51, -2.34], [2.08, -0.18, 2.88]],
  "lowdin_charge": [0.013, -0.048, -0.040, 0.080, -0.061, 0.250, -0.285, -0.103, -0.144, -0.222, -0.136, -0.240, 0.098, 0.154, 0.167, 0.112, 0.151, 0.002, 0.089, 0.108, 0.052, 0.124, 0.065, 0.036, 0.145, 0.068, 0.066, 0.144, 0.108, 0.132, 0.053, 0.019, 0.086, -0.067, 0.024],
  "e_above_lowest_kj_mol": 411.6,
  "orbital_gap_ev": 8.893,
  "total_charge": 1,
  "lumo_ev": -2.6018,
  "energy_ha": -689.6706
}

(2)
{
  "formula": "C5H23N2O7",
  "method": "ωB97M-V/def2-TZVPD",
  "elements": ["O", "O", "O", "O", "O", "O", "O", "N", "N", "C", "C", "C", "C", "C", "H", "H", "H", "H", "H", "H", "H", "H", "H", "H", "H", "H", "H", "H", "H", "H", "H", "H", "H", "H", "H", "H", "H"],
  "coordinates": [[2.29806, -2.00818, -1.92987], [-2.34484, 0.41639, 1.98516], [0.63008, -3.31942, 0.37312], [0.72467, -1.43678, 2.32040], [-0.18462, -2.87566, -2.08457], [-0.80264, 3.44329, 1.84759], [2.84447, 1.21543, 1.28893], [0.25420, 1.09798, 1.63175], [-2.12950, -0.11546, -1.33102], [0.68895, 1.41996, 0.28716], [-1.22978, 1.90001, -2.10895], [-1.06414, 0.76964, -1.39834], [0.24282, 0.38230, -0.75844], [2.23065, 1.39203, 0.27144], [-1.58858, 3.98706, 1.74763], [3.19208, -2.31838, -2.13721], [0.97378, 0.30717, -1.58589], [-2.78914, 0.39092, 1.12714], [0.76755, -2.17491, 1.66687], [0.42386, -1.89984, 3.11193], [0.73172, -2.66244, -2.39189], [-0.48871, 2.67533, -2.15342], [-0.04575, 3.98411, 2.09408], [-2.22831, 2.16371, -2.39921], [-0.45269, -3.65615, -2.58250], [0.35636, 1.86490, 2.28403], [1.35425, -3.89300, 0.09485], [-2.97503, 0.59385, 2.69041], [0.34215, 2.35978, -0.13959], [2.27997, -2.21195, -0.98070], [-2.97494, 0.09170, -1.83721], [0.21103, -0.67501, -0.49053], [2.72762, 1.69844, -0.64788], [-0.80059, 1.02269, 1.67656], [-2.00485, -1.08186, -1.08019], [0.24767, -3.02937, -0.50782], [0.58217, 0.18174, 2.04615]],
  "forces_ev_per_angstrom": [[0.87, -0.30, 0.61], [0.15, -0.05, -0.07], [0.25, 0.39, -0.71], [-0.02, -0.84, 0.20], [0.43, 0.15, -0.50], [0.03, -0.20, 0.01], [0.14, -0.33, -0.22], [-1.98, 0.01, 0.83], [-0.15, -0.32, 1.14], [1.96, -1.69, -1.51], [0.11, -0.12, 1.21], [-0.76, 0.33, -1.41], [-0.26, -0.51, -1.15], [-0.62, 1.14, 1.27], [0.22, 0.32, 0.12], [-0.13, 0.20, -0.53], [-0.08, 0.56, 0.37], [-0.27, -0.05, 0.11], [0.01, 0.37, -0.18], [0.04, 0.33, 0.14], [-0.62, -0.03, 0.07], [0.29, 0.09, -0.13], [-0.40, 0.57, -0.02], [-0.21, 0.10, -0.51], [-0.13, 0.03, 0.07], [0.68, 0.07, 0.06], [-0.11, -0.23, 0.35], [-0.17, 0.02, -0.25], [-0.11, 0.24, 0.80], [-0.35, 0.28, -0.01], [0.23, 0.00, -0.13], [-0.08, 0.19, 0.94], [0.09, -0.25, -0.57], [0.58, -0.25, -0.22], [0.23, 0.05, -0.17], [-0.12, -0.56, 0.67], [0.26, 0.29, -0.66]],
  "lowdin_charge": [-0.039, -0.028, -0.077, -0.055, -0.059, -0.029, 0.095, 0.163, 0.098, -0.253, 0.037, -0.413, -0.095, -0.178, 0.073, 0.087, 0.130, 0.052, 0.018, 0.078, 0.036, 0.056, 0.071, 0.058, 0.083, 0.132, 0.065, 0.078, 0.135, 0.048, 0.102, 0.100, 0.137, 0.098, 0.086, 0.004, 0.109],
  "e_above_lowest_kj_mol": 155.9,
  "orbital_gap_ev": 8.577,
  "total_charge": 1,
  "lumo_ev": -2.4689,
  "energy_ha": -840.2742
}